Record 1
One molecule with the formula C2H4O2S in a non-equilibrium geometry, computed with ωB97M-V with the def2-TZVPD basis set.

XYZ file:
```
9
C2H4O2S (ωB97M-V with the def2-TZVPD basis set)
C -1.80 0.50 -0.05
C 0.40 -0.36 -0.18
O -0.85 -0.46 -0.07
O 1.01 -1.61 -0.01
S 1.40 1.02 0.14
H -2.82 0.14 -0.02
H -1.54 1.58 0.05
H 1.65 -1.51 0.74
H 2.55 0.70 -0.59
```

Results
**Calculated total energy**: -627.12238 a.u.
**Energy above the lowest of the compared OMol25 structures with the same formula, charge and spin**: 4.402 eV
**HOMO energy (alpha / beta)**: -0.2821 / -0.2538 Eh

Record 2
A 11-piece molecular cluster, C30H87N5O16 overall in a non-equilibrium geometry, computed with ωB97M-V with the def2-TZVPD basis set.

XYZ file:
```
138
C30H87N5O16 (ωB97M-V with the def2-TZVPD basis set)
C -11.28 -0.32 -31.10
O -10.43 0.80 -31.27
C -10.78 1.62 -32.35
C -9.70 2.65 -32.55
N -9.98 3.37 -33.77
C -8.99 4.26 -34.34
C -9.17 4.61 -35.83
O -9.30 3.41 -36.59
C -10.43 3.37 -37.46
H -11.12 -1.06 -31.89
H -12.31 0.02 -31.06
H -11.15 -0.81 -30.14
H -11.66 2.23 -32.17
H -10.84 1.00 -33.25
H -8.73 2.15 -32.59
H -9.52 3.27 -31.68
H -10.18 2.73 -34.52
H -8.07 3.69 -34.40
H -8.78 5.17 -33.79
H -8.24 5.13 -36.06
H -9.95 5.36 -35.99
H -10.48 2.37 -37.89
H -10.48 4.18 -38.20
H -11.16 3.55 -36.67
C -2.02 3.07 -30.92
O -2.96 4.10 -30.73
C -4.28 3.78 -30.46
C -5.24 3.47 -31.68
N -5.59 2.11 -31.89
C -5.89 1.74 -33.23
C -6.01 0.27 -33.46
O -6.04 -0.08 -34.92
C -7.11 0.53 -35.64
H -2.35 2.53 -31.81
H -2.00 2.49 -30.00
H -1.10 3.63 -31.13
H -4.71 4.62 -29.92
H -4.31 2.94 -29.77
H -4.58 3.79 -32.48
H -6.05 4.19 -31.79
H -6.34 1.77 -31.30
H -5.15 2.12 -33.95
H -6.78 2.30 -33.54
H -6.84 -0.19 -32.93
H -5.16 -0.25 -33.02
H -7.30 0.07 -36.61
H -7.01 1.61 -35.77
H -8.06 0.41 -35.12
C -6.73 -0.79 -24.36
O -7.00 0.56 -24.63
C -6.65 0.98 -25.98
C -7.33 2.24 -26.57
N -8.78 2.07 -26.88
C -9.68 1.92 -25.72
C -11.14 2.10 -26.13
O -11.72 1.26 -27.10
C -12.19 0.03 -26.56
H -7.46 -1.53 -24.67
H -6.69 -0.78 -23.27
H -5.72 -1.14 -24.58
H -6.75 0.11 -26.63
H -5.58 1.23 -25.99
H -6.80 2.46 -27.49
H -7.09 3.03 -25.85
H -9.09 2.58 -27.69
H -9.41 2.71 -25.03
H -9.54 0.88 -25.41
H -11.15 3.08 -26.61
H -11.56 2.18 -25.13
H -12.89 -0.40 -27.27
H -12.59 0.09 -25.55
H -11.35 -0.67 -26.61
C -0.61 -3.26 -20.17
O -1.87 -3.41 -20.87
C -2.40 -4.76 -20.67
C -3.74 -4.86 -21.57
N -3.32 -4.42 -22.92
C -4.41 -4.43 -23.92
C -3.79 -4.34 -25.32
O -4.35 -3.24 -25.90
C -3.91 -3.02 -27.19
H -0.12 -2.30 -20.34
H 0.03 -4.13 -20.34
H -0.73 -3.25 -19.08
H -2.70 -4.99 -19.64
H -1.74 -5.58 -20.96
H -4.58 -4.25 -21.24
H -4.10 -5.88 -21.43
H -2.82 -3.57 -22.70
H -5.15 -3.63 -23.88
H -4.92 -5.39 -23.86
H -4.07 -5.23 -25.88
H -2.71 -4.50 -25.33
H -2.83 -3.16 -27.20
H -4.24 -2.03 -27.52
H -4.43 -3.67 -27.89
C -7.42 -4.77 -29.24
O -8.55 -4.65 -28.37
C -8.86 -5.79 -27.53
C -8.30 -5.78 -26.08
N -6.87 -6.19 -26.09
C -6.60 -7.62 -26.07
C -5.18 -8.10 -25.79
O -5.13 -9.54 -25.86
C -3.83 -10.12 -25.49
H -7.41 -5.60 -29.95
H -6.50 -5.03 -28.73
H -7.41 -3.80 -29.74
H -8.75 -6.80 -27.93
H -9.94 -5.67 -27.41
H -8.90 -6.50 -25.52
H -8.39 -4.83 -25.54
H -6.29 -5.78 -26.80
H -7.09 -8.05 -26.95
H -7.14 -8.08 -25.24
H -4.81 -7.76 -24.82
H -4.48 -7.76 -26.55
H -3.01 -9.67 -26.05
H -3.74 -11.14 -25.87
H -3.60 -10.16 -24.43
O -10.49 -3.03 -28.92
H -9.85 -3.71 -28.73
H -9.97 -2.23 -29.02
O -5.96 -4.33 -32.16
H -5.41 -5.03 -32.51
H -6.75 -4.35 -32.70
O -8.50 -1.30 -29.68
H -8.05 -0.57 -30.11
H -8.22 -2.07 -30.16
O -8.26 1.33 -29.88
H -8.90 1.06 -30.54
H -8.60 0.98 -29.06
O -13.27 -3.49 -28.73
H -13.35 -4.42 -28.94
H -12.33 -3.32 -28.70
O -7.72 4.36 -29.33
H -8.47 4.90 -29.59
H -7.88 3.52 -29.74
```

Results
**Calculated total energy**: -2672.45422 a.u.
**Energy above the lowest of the compared OMol25 structures with the same formula, charge and spin**: 4.761 eV
**HOMO energy**: -0.2996 Eh

Q: What is the energy above the lowest of the compared OMol25 structures with the same formula, charge and spin in the first record?
A: 4.402 eV